C29H41Cl2F10N7PbS as an isolated structure. Source: OMol25; level of theory: wB97M-V/def2-TZVPD.

CARTESIAN COORDINATES (ANGSTROEM)
Pb  1.25  -0.70  -1.03
C  1.52  -3.92  -2.36
N  0.73  -2.70  -2.53
C  -0.69  -2.94  -2.25
C  -0.93  -3.35  -0.81
N  -0.26  -2.43  0.09
C  -0.45  -2.61  1.42
C  -0.97  -3.74  2.11
F  -1.43  -4.82  1.45
C  -1.02  -3.84  3.49
F  -1.49  -4.96  4.04
C  -0.57  -2.83  4.31
F  -0.57  -2.95  5.64
C  -0.11  -1.69  3.70
F  0.33  -0.66  4.44
C  -0.11  -1.58  2.33
F  0.22  -0.38  1.81
C  0.92  -2.14  -3.88
C  2.36  -1.76  -4.14
N  2.86  -0.92  -3.07
C  4.17  -0.56  -3.08
C  4.58  0.49  -2.24
F  3.60  1.19  -1.61
C  5.87  0.89  -2.02
F  6.12  1.86  -1.13
C  6.91  0.30  -2.71
F  8.18  0.64  -2.49
C  6.57  -0.66  -3.64
F  7.53  -1.23  -4.36
C  5.26  -1.06  -3.83
F  5.08  -1.98  -4.81
H  1.23  -4.69  -3.10
H  1.38  -4.32  -1.36
H  2.58  -3.70  -2.50
H  -1.08  -3.73  -2.91
H  -1.23  -2.02  -2.48
H  -0.61  -4.39  -0.68
H  -2.01  -3.34  -0.65
H  0.28  -1.26  -3.95
H  0.59  -2.86  -4.64
H  2.39  -1.24  -5.11
H  2.94  -2.68  -4.28
Cl  -2.25  0.42  -4.51
C  -1.14  1.78  -4.73
Cl  0.12  1.86  -3.49
H  -1.71  2.69  -4.69
H  -0.65  1.66  -5.69
N  2.76  0.54  0.99
C  3.53  -0.45  1.75
C  4.02  -1.53  0.81
N  2.88  -2.20  0.16
H  3.37  1.19  0.52
H  2.14  1.08  1.59
H  2.86  -0.90  2.50
H  4.38  -0.01  2.29
H  4.65  -2.23  1.36
H  4.63  -1.07  0.02
H  2.29  -2.67  0.85
H  3.20  -2.90  -0.50
C  -2.46  2.06  4.20
C  -3.14  0.76  4.60
C  -4.28  0.29  3.69
C  -3.90  0.06  2.22
N  -3.90  1.32  1.49
C  -3.26  1.54  0.33
S  -2.31  0.40  -0.45
N  -3.42  2.78  -0.20
C  -4.38  3.79  0.22
C  -3.92  4.66  1.39
C  -2.52  5.24  1.20
C  -2.40  6.15  -0.02
H  -1.68  2.32  4.92
H  -3.17  2.90  4.18
H  -1.99  1.99  3.21
H  -3.54  0.86  5.61
H  -2.39  -0.03  4.65
H  -5.11  0.99  3.73
H  -4.65  -0.66  4.08
H  -4.60  -0.64  1.76
H  -2.91  -0.39  2.14
H  -4.49  2.05  1.86
H  -2.95  2.90  -1.08
H  -5.33  3.31  0.47
H  -4.58  4.42  -0.64
H  -3.93  4.07  2.32
H  -4.64  5.47  1.52
H  -1.80  4.42  1.12
H  -2.25  5.80  2.10
H  -2.51  5.59  -0.95
H  -1.43  6.65  -0.04
H  -3.17  6.93  0.00

For the energy relative to the best compared isomer or geometry (same formula, charge and spin), the calculation gives 13.5 kcal/mol. For the orbital gap, the calculation gives 7.20 eV. Its charge is 0. For the highest occupied orbital energy, the calculation gives -6.943 eV.

***

C29H41F5GdP2 as an isolated structure. Source: OMol25; level of theory: wB97M-V/def2-TZVPD.

CARTESIAN COORDINATES (ANGSTROEM)
Gd  -1.54  0.77  0.40
C  0.58  -0.36  1.02
C  0.91  0.99  0.72
C  -0.51  0.99  2.57
C  -0.28  -0.37  2.17
C  0.23  1.85  1.66
C  1.08  -1.55  0.27
H  0.84  -1.47  -0.80
H  0.62  -2.47  0.64
H  2.17  -1.69  0.32
C  -0.60  -1.57  2.99
H  0.13  -2.37  2.81
H  -1.60  -1.95  2.75
H  -0.58  -1.31  4.05
C  -1.13  1.39  3.87
H  -0.70  0.77  4.67
H  -2.22  1.24  3.90
H  -0.91  2.44  4.09
C  0.39  3.32  1.78
H  1.04  3.55  2.64
H  -0.56  3.84  1.95
H  0.84  3.74  0.88
C  1.88  1.41  -0.33
H  2.32  2.39  -0.12
H  1.39  1.47  -1.31
H  2.69  0.67  -0.44
C  0.88  -1.81  -3.19
C  2.22  -1.73  -3.15
C  3.13  -0.72  -3.78
C  2.49  0.21  -4.86
C  1.78  1.39  -4.30
C  0.62  1.44  -3.60
C  -0.37  0.34  -3.32
C  -0.08  -1.01  -4.03
H  3.94  -1.26  -4.29
H  1.91  -0.41  -5.55
H  3.62  -0.11  -3.00
H  0.27  -0.83  -5.07
H  0.35  -2.62  -2.68
H  2.75  -2.48  -2.56
H  -1.03  -1.58  -4.11
H  -0.43  0.16  -2.22
H  0.44  2.32  -2.97
H  -1.39  0.66  -3.62
H  3.31  0.60  -5.47
H  2.27  2.37  -4.52
P  -0.95  0.92  -5.95
C  -1.67  -0.17  -7.20
C  0.34  1.79  -6.93
P  -2.10  3.26  -4.19
C  -2.23  2.21  -5.74
C  -0.72  4.34  -4.79
C  -3.43  4.40  -4.79
H  -2.74  -0.27  -7.03
H  -1.20  -1.16  -7.15
H  -1.48  0.27  -8.18
H  -0.04  1.90  -7.96
H  1.26  1.20  -6.95
H  0.57  2.77  -6.51
H  -3.39  4.50  -5.88
H  -3.30  5.39  -4.34
H  -4.39  3.98  -4.50
H  -3.22  1.70  -5.74
H  -2.16  2.84  -6.65
H  -0.79  5.28  -4.24
H  -0.80  4.56  -5.86
H  0.25  3.90  -4.58
F  -3.92  -0.60  4.05
C  -4.17  -1.02  2.77
C  -3.44  -0.51  1.70
C  -3.74  -1.12  0.49
F  -3.01  -0.67  -0.68
C  -4.65  -2.16  0.29
F  -4.72  -2.76  -0.94
C  -5.42  -2.60  1.35
F  -6.38  -3.54  1.20
C  -5.16  -2.02  2.61
F  -5.84  -2.47  3.68

For the orbital gap (spin up / spin down), the calculation gives 3.51 / 6.14 eV. Its charge is +1. For the highest occupied orbital energy (spin up / spin down), the calculation gives -9.674 / -9.679 eV. The multiplicity is 8.

***

C29H41F5OP2Pm as an isolated structure. Source: OMol25; level of theory: wB97M-V/def2-TZVPD.

CARTESIAN COORDINATES (ANGSTROEM)
Pm  -0.27  0.03  -0.16
C  -2.92  1.84  0.22
C  -3.17  0.44  0.03
C  -2.88  0.82  2.28
C  -2.73  2.06  1.60
C  -3.15  -0.18  1.32
C  -3.03  2.93  -0.78
H  -3.03  2.55  -1.81
H  -2.20  3.64  -0.67
H  -3.96  3.50  -0.66
C  -2.50  3.39  2.20
H  -2.43  4.17  1.44
H  -1.54  3.41  2.74
H  -3.28  3.67  2.92
C  -2.83  0.60  3.74
H  -3.61  1.17  4.27
H  -1.86  0.94  4.14
H  -2.94  -0.46  3.99
C  -3.53  -1.59  1.62
H  -4.61  -1.68  1.81
H  -3.01  -1.94  2.52
H  -3.28  -2.26  0.80
C  -3.66  -0.21  -1.22
H  -4.74  -0.44  -1.14
H  -3.16  -1.17  -1.43
H  -3.54  0.44  -2.10
C  3.00  0.05  -2.31
C  2.26  0.55  -3.55
C  1.44  -0.45  -4.32
C  0.72  -1.56  -3.54
C  0.36  -1.40  -2.04
C  1.00  -2.54  -1.25
C  2.56  -2.46  -1.25
C  3.35  -1.48  -2.18
H  2.11  -0.91  -5.06
H  1.29  -2.48  -3.73
H  0.72  0.08  -4.96
H  3.48  -1.91  -3.18
H  3.98  0.58  -2.28
H  2.87  1.19  -4.22
H  4.37  -1.46  -1.76
H  2.96  -2.33  -0.23
H  0.70  -3.54  -1.67
H  2.91  -3.46  -1.55
H  -0.25  -1.73  -4.04
H  -0.76  -1.39  -1.96
P  1.35  1.74  -2.56
C  1.72  3.42  -2.35
C  -0.42  1.53  -2.70
P  0.20  -3.00  0.46
C  2.06  0.64  -1.27
C  -1.15  -4.17  0.08
C  1.35  -4.08  1.35
H  1.93  3.59  -1.28
H  0.84  4.01  -2.66
H  2.60  3.71  -2.95
H  -0.83  0.50  -2.64
H  -0.65  1.81  -3.75
H  -0.97  2.22  -2.04
H  2.07  -4.62  0.72
H  0.75  -4.84  1.88
H  1.88  -3.46  2.09
H  2.44  1.01  -0.32
H  1.41  -0.33  -1.30
H  -1.52  -4.50  1.06
H  -0.82  -5.06  -0.46
H  -1.97  -3.69  -0.47
F  3.82  1.79  6.04
C  3.04  1.52  4.97
C  3.49  0.72  3.92
F  4.74  0.22  3.98
C  2.67  0.40  2.85
F  3.12  -0.44  1.87
C  1.37  0.92  2.73
O  0.62  0.66  1.69
C  0.95  1.73  3.82
F  -0.28  2.30  3.80
C  1.74  2.01  4.91
F  1.25  2.75  5.94

For the energy relative to the best compared isomer or geometry (same formula, charge and spin), the calculation gives 27.1 kcal/mol. For the orbital gap (spin up / spin down), the calculation gives 5.88 / 5.95 eV. Its charge is +1. For the highest occupied orbital energy (spin up / spin down), the calculation gives -8.863 / -8.875 eV. The multiplicity is 5.

***

C29H41I2N2O5SSiTeY as an isolated structure. Source: OMol25; level of theory: wB97M-V/def2-TZVPD.

CARTESIAN COORDINATES (ANGSTROEM)
Y  -0.61  0.74  -1.04
I  -7.74  2.55  1.87
C  -6.05  1.85  0.80
C  -6.04  1.93  -0.59
C  -4.91  1.50  -1.25
I  -4.74  1.61  -3.34
C  -3.77  0.99  -0.59
O  -2.74  0.64  -1.29
C  -3.84  0.91  0.82
C  -2.65  0.35  1.56
N  -1.48  1.23  1.35
C  -1.71  2.57  1.87
C  -0.89  3.62  1.16
C  -1.03  4.95  1.55
C  -0.34  5.93  0.86
C  0.49  5.54  -0.18
C  0.58  4.20  -0.48
N  -0.10  3.24  0.16
C  -4.97  1.35  1.49
H  -6.88  2.32  -1.13
H  -2.39  -0.62  1.14
H  -2.89  0.23  2.63
H  -0.67  0.81  1.81
H  -1.53  2.65  2.95
H  -2.76  2.83  1.68
H  -1.70  5.20  2.36
H  -0.45  6.97  1.12
H  1.05  6.26  -0.75
H  1.23  3.87  -1.28
H  -5.01  1.31  2.57
Te  -0.39  2.52  -3.28
C  -0.74  0.97  -4.67
C  -1.70  0.83  -5.62
C  -1.61  -0.41  -6.31
C  -0.58  -1.18  -5.88
S  0.32  -0.39  -4.64
H  -2.45  1.57  -5.80
H  -2.30  -0.72  -7.07
H  -0.27  -2.15  -6.21
C  1.01  -3.09  -2.48
C  2.31  -2.66  -1.79
C  2.89  -3.88  -1.07
C  3.31  -2.10  -2.80
O  2.06  -1.61  -0.88
Si  0.96  -1.52  0.33
O  -0.52  -1.33  -0.17
O  1.27  0.05  0.93
C  2.53  0.62  1.25
C  3.06  1.34  0.01
C  2.30  1.63  2.39
C  3.56  -0.41  1.71
O  1.38  -2.67  1.39
C  0.84  -3.13  2.61
C  0.13  -2.01  3.38
C  2.04  -3.65  3.42
C  -0.15  -4.26  2.32
H  1.25  -3.72  -3.34
H  0.45  -2.22  -2.82
H  0.39  -3.65  -1.79
H  3.08  -4.67  -1.78
H  2.17  -4.23  -0.33
H  3.81  -3.63  -0.55
H  3.58  -2.84  -3.54
H  4.21  -1.79  -2.27
H  2.89  -1.23  -3.29
H  2.31  2.05  -0.35
H  3.24  0.60  -0.77
H  3.98  1.86  0.23
H  1.51  2.33  2.13
H  3.21  2.19  2.60
H  2.00  1.10  3.30
H  3.70  -1.17  0.95
H  3.24  -0.90  2.62
H  4.51  0.09  1.89
H  0.81  -1.16  3.50
H  -0.17  -2.36  4.36
H  -0.74  -1.67  2.82
H  2.70  -2.82  3.66
H  2.59  -4.36  2.82
H  1.71  -4.12  4.34
H  -0.91  -3.89  1.64
H  -0.61  -4.60  3.25
H  0.36  -5.09  1.85

For the orbital gap, the calculation gives 7.36 eV. Its charge is 0. For the highest occupied orbital energy, the calculation gives -7.234 eV.

***

C29H41InN5O2S as an isolated structure. Source: OMol25; level of theory: wB97M-V/def2-TZVPD.

CARTESIAN COORDINATES (ANGSTROEM)
In  0.80  1.01  0.10
C  0.45  5.35  0.14
C  1.08  4.07  -0.35
O  0.31  3.04  -0.30
C  2.38  4.07  -0.78
C  3.16  2.89  -1.00
C  4.63  3.05  -1.31
N  2.68  1.69  -0.91
N  3.60  0.64  -1.05
C  3.47  -0.16  -0.03
O  2.66  0.04  0.96
C  4.30  -1.41  -0.02
C  5.28  -1.64  -0.98
C  6.00  -2.83  -0.99
C  5.74  -3.80  -0.03
C  4.77  -3.57  0.94
C  4.06  -2.38  0.95
H  0.75  5.53  1.17
H  -0.64  5.26  0.11
H  0.77  6.21  -0.46
H  2.90  5.02  -0.82
H  4.89  4.10  -1.41
H  4.87  2.51  -2.23
H  5.23  2.60  -0.52
H  5.46  -0.87  -1.73
H  6.76  -3.00  -1.74
H  6.29  -4.74  -0.04
H  4.56  -4.33  1.69
H  3.29  -2.19  1.69
C  -3.06  2.66  -3.34
C  -4.10  2.20  -2.33
N  -3.89  2.84  -1.03
C  -3.38  2.22  0.07
S  -2.67  3.10  1.29
N  -3.52  0.85  0.10
C  -4.86  0.28  0.22
C  -4.86  -1.19  -0.17
H  -3.19  2.13  -4.29
H  -2.05  2.45  -2.96
H  -3.13  3.73  -3.52
H  -4.03  1.13  -2.18
H  -5.11  2.43  -2.69
H  -3.65  3.82  -1.05
H  -2.82  0.46  0.73
H  -5.54  0.85  -0.41
H  -5.21  0.39  1.25
H  -4.55  -1.32  -1.21
H  -5.87  -1.61  -0.05
H  -4.17  -1.76  0.46
C  0.91  -2.06  -1.71
C  -0.61  -2.02  -1.59
C  -1.19  -0.78  -2.28
C  -1.07  -2.29  -0.15
C  -1.72  -3.51  0.03
C  -2.14  -3.97  1.27
C  -1.80  -3.20  2.38
C  -1.13  -2.00  2.28
C  -0.68  -1.36  3.59
C  -1.32  -0.01  3.96
C  0.85  -1.27  3.65
C  -0.85  -1.41  0.98
N  -0.61  -0.05  0.96
H  1.24  -1.94  -2.75
H  1.31  -3.00  -1.32
H  1.36  -1.26  -1.12
H  -0.99  -2.88  -2.16
H  -0.56  0.10  -2.13
H  -2.17  -0.53  -1.89
H  -1.26  -0.94  -3.36
H  -1.90  -4.13  -0.84
H  -2.68  -4.91  1.36
H  -2.04  -3.58  3.37
H  -0.99  -2.07  4.36
H  -0.93  0.79  3.34
H  -1.12  0.22  5.01
H  -2.41  -0.04  3.81
H  1.22  -0.57  2.90
H  1.30  -2.24  3.46
H  1.18  -0.92  4.64

For the energy relative to the best compared isomer or geometry (same formula, charge and spin), the calculation gives 11.6 kcal/mol. For the orbital gap, the calculation gives 6.09 eV. Its charge is -1. For the highest occupied orbital energy, the calculation gives -3.550 eV.

***

C29H41N2O4PSi2W as an isolated structure. Source: OMol25; level of theory: wB97M-V/def2-TZVPD.

CARTESIAN COORDINATES (ANGSTROEM)
W  0.05  0.00  0.23
C  -3.60  -1.33  -0.65
Si  -2.46  -0.40  0.57
C  -3.22  1.34  0.62
C  -2.88  -1.20  2.24
C  -4.18  -1.59  2.58
C  -4.47  -2.11  3.83
C  -3.46  -2.25  4.77
C  -2.17  -1.86  4.44
C  -1.87  -1.33  3.18
Si  -0.14  -0.75  2.69
C  1.03  -2.20  3.15
C  0.31  0.63  3.91
H  -4.62  -1.25  -0.25
H  -3.38  -2.40  -0.74
H  -3.64  -0.89  -1.64
H  -4.29  1.25  0.82
H  -3.09  1.86  -0.33
H  -2.78  1.95  1.41
H  -4.99  -1.48  1.86
H  -5.48  -2.41  4.07
H  -3.67  -2.66  5.75
H  -1.38  -1.96  5.19
H  0.84  -2.54  4.18
H  2.08  -1.91  3.10
H  0.88  -3.05  2.49
H  0.16  0.28  4.94
H  -0.33  1.51  3.76
H  1.35  0.96  3.82
O  -1.50  1.63  -3.34
C  -1.05  0.84  -2.54
O  -0.54  1.18  -1.39
C  -1.06  -0.65  -2.90
P  -0.17  -1.64  -1.64
C  1.45  -1.94  -2.43
C  2.26  -0.82  -2.67
C  3.50  -0.97  -3.28
C  3.95  -2.23  -3.65
C  3.16  -3.34  -3.40
C  1.92  -3.20  -2.79
C  -0.94  -3.28  -1.58
C  -0.95  -3.95  -0.36
C  -1.51  -5.22  -0.27
C  -2.06  -5.82  -1.39
C  -2.05  -5.15  -2.61
C  -1.49  -3.89  -2.71
H  -0.64  -0.78  -3.90
H  -2.10  -0.97  -2.94
H  1.91  0.16  -2.39
H  4.10  -0.09  -3.48
H  4.91  -2.34  -4.13
H  3.50  -4.33  -3.69
H  1.31  -4.08  -2.61
H  -0.56  -3.46  0.52
H  -1.54  -5.73  0.69
H  -2.51  -6.80  -1.32
H  -2.49  -5.62  -3.49
H  -1.49  -3.37  -3.66
C  -0.51  3.84  0.58
C  0.76  3.03  0.38
C  1.95  3.74  1.00
O  0.64  1.75  1.00
H  -0.40  4.84  0.16
H  -0.72  3.93  1.65
H  -1.34  3.35  0.08
H  0.93  2.90  -0.69
H  1.82  3.82  2.08
H  2.04  4.75  0.59
H  2.90  3.22  0.79
C  4.02  -2.74  0.25
N  4.05  -1.44  0.89
C  2.99  -0.62  0.93
N  3.08  0.58  1.50
O  1.90  -1.01  0.42
H  4.74  -3.40  0.73
H  4.25  -2.67  -0.82
H  3.03  -3.17  0.36
H  4.94  -1.08  1.20
H  3.88  0.82  2.07
H  2.23  1.15  1.55

For the energy relative to the best compared isomer or geometry (same formula, charge and spin), the calculation gives 0.0 kcal/mol. For the orbital gap (spin up / spin down), the calculation gives 7.33 / 7.33 eV. Its charge is 0. For the highest occupied orbital energy (spin up / spin down), the calculation gives -7.219 / -7.412 eV. The multiplicity is 3.

***

E / a.u.: -4022.97369, -3076.88908, -2994.87446, -3205.15250, -2142.28096, -2527.68110